Record 1
The following is a quantum chemistry calculation of a structure of composition C6H3CuNO3S, from OMol25.

```
15
Properties=species:S:1:pos:R:3:forces:R:3
O 0.841 2.661 -4.139 -1.2112 -2.3643 3.9696
C 0.549 2.085 -3.174 1.1952 2.3319 -3.9154
Cu -1.639 0.553 0.317 0.7651 0.0761 -0.5882
C -2.889 -0.248 -0.800 -5.8282 -3.2992 -5.1547
C -1.685 2.259 1.057 -0.4551 7.7242 3.0407
O -3.708 -0.680 -1.534 5.0981 2.7045 4.5646
O -1.763 3.365 1.460 0.4730 -6.7717 -2.4840
S 1.281 -2.185 2.119 1.6637 -0.8796 0.1084
C 2.324 -1.731 0.828 0.2735 -2.2991 2.9291
C 1.663 -0.833 0.044 -3.0515 3.3533 -2.5491
N 0.355 -0.457 0.387 1.8886 -2.0980 1.6110
C 0.077 -1.164 1.523 0.2787 1.2170 -1.8264
H 3.344 -2.141 0.720 -0.6275 0.3092 -0.0110
H 2.118 -0.394 -0.844 -0.1952 0.0344 0.0803
H -0.868 -1.089 2.036 -0.2673 -0.0387 0.2251
```
Forces are in eV/Å.

Computed properties:
**Multiplicity**: 2
**Lowest unoccupied orbital energy (spin up / spin down)**: -0.345 / -0.485 hartree
**Total charge**: +2

Record 2
The following is a quantum chemistry calculation of the ion C6H3N2O2S with charge -1, from OMol25.

```
14
Properties=species:S:1:pos:R:3:forces:R:3
C -1.808 -1.297 0.640 -0.5924 -1.1609 0.1860
C 2.057 -0.489 -0.842 -1.0125 1.0255 1.4225
C 2.526 0.522 -0.054 -1.9874 -1.5873 -0.6305
C 0.224 -0.116 0.308 1.1988 -0.4497 -0.9082
C -1.999 0.978 -0.482 0.8696 0.1632 2.0071
C -1.171 -0.082 0.684 1.2459 1.8278 0.4840
N -2.406 -2.263 0.716 -0.8967 -1.5633 -0.0912
N 0.776 -0.855 -0.638 -1.6687 0.7709 1.4178
O -1.652 0.710 -1.602 -0.5626 0.2473 -0.7012
O -2.621 1.772 0.210 -0.5664 0.2961 -0.9933
S 1.321 1.054 1.041 -0.1407 -0.5321 -0.6707
H 2.474 -1.049 -1.603 1.7289 -0.5948 -1.3025
H 3.491 0.805 -0.087 2.9198 1.3530 0.2227
H -1.211 0.311 1.711 -0.5357 0.2045 -0.4427
```
Forces are in eV/Å.

Computed properties:
**Multiplicity**: 1
**Relative energy (zero: lowest compared OMol25 entry of this formula, charge and spin)**: 9.92 kcal per mole
**Lowest unoccupied orbital energy**: 0.108 hartree
**Total charge**: -1
**Structure (SMILES)**: N#C[C@H](C(=O)[O-])c1nccs1

Record 3
The following is a quantum chemistry calculation of an isolated molecule of C6H3N5, from OMol25.

```
14
Properties=species:S:1:pos:R:3:forces:R:3
C 0.633 -2.896 0.687 0.7800 -1.4727 -0.5756
C 0.210 1.579 -1.723 -0.0517 -0.5937 0.5433
C -0.047 0.830 -0.546 0.2009 0.2837 -0.7225
C -0.642 1.194 0.668 0.2385 -0.5307 -0.1611
C -0.821 0.365 1.749 -0.6653 1.3058 0.6279
C 0.098 -1.710 1.040 -0.9321 2.6288 0.1764
N 1.113 -3.899 0.373 -0.1987 0.2828 0.1449
N 0.794 0.769 -2.584 -0.0145 1.2790 -0.8933
N 0.921 -0.429 -2.035 0.2447 -0.9253 0.0639
N -0.433 -0.904 1.753 1.0734 -1.7580 -1.3368
N 0.442 -0.422 -0.855 -0.5597 -0.8850 2.1399
H 0.002 2.605 -1.947 -0.0519 0.2422 -0.0532
H -0.984 2.215 0.759 -0.0467 0.0506 0.0739
H -1.287 0.703 2.661 -0.0169 0.0923 -0.0277
```
Forces are in eV/Å.

Computed properties:
**Multiplicity**: 1
**Relative energy (zero: lowest compared OMol25 entry of this formula, charge and spin)**: 99.96 kcal per mole
**Lowest unoccupied orbital energy**: -0.068 hartree

Record 4
The following is a quantum chemistry calculation of a structure of composition C6H3NO4Ru, from OMol25.

```
15
Properties=species:S:1:pos:R:3:forces:R:3
O -2.851 1.547 -0.799 1.4580 -1.5497 1.1755
C -2.101 0.980 -0.171 -2.8490 3.2110 -3.0278
Ru -0.901 0.315 1.326 5.0204 4.5877 -2.5463
O -1.348 -5.169 -1.620 1.6532 10.1814 4.8120
C -1.166 -4.052 -1.093 -1.6889 -10.8245 -5.1606
C -2.096 -0.785 1.973 -11.4818 -8.9275 7.3641
O -2.977 -1.278 2.671 5.9261 3.6179 -4.5202
C 0.612 -0.549 2.376 4.0051 -0.7792 3.4115
O 1.349 -0.879 3.170 -1.7227 0.3953 -1.8915
C 2.196 1.980 -1.496 0.3590 0.3760 -0.0768
C 1.281 1.030 -0.841 0.4284 -0.6594 -0.8951
N 0.624 0.144 -0.450 -0.0590 1.3464 0.5486
H 1.877 3.041 -1.389 -0.0724 -0.7012 0.1097
H 2.281 1.779 -2.593 -0.3174 -0.1547 0.7818
H 3.219 1.897 -1.063 -0.6591 -0.1194 -0.0848
```
Forces are in eV/Å.

Computed properties:
**Multiplicity**: 6
**Relative energy (zero: lowest compared OMol25 entry of this formula, charge and spin)**: 36.78 kcal per mole
**Lowest unoccupied orbital energy (spin up / spin down)**: -0.542 / -0.740 hartree
**Total charge**: +3

Record 5
The following is a quantum chemistry calculation of an isolated molecule of C6H4, from OMol25.

```
10
Properties=species:S:1:pos:R:3:forces:R:3
C -2.141 -1.153 -0.076 1.4624 1.8043 0.6677
C -1.580 -0.050 -0.028 -0.7375 -2.9573 0.4163
C -0.755 1.132 0.072 0.3028 -0.7169 -0.6937
C 0.597 1.117 -0.079 -0.9932 -1.0989 0.3126
C 1.414 -0.076 -0.036 0.4199 -0.1953 -0.3112
C 2.206 -0.993 0.012 0.2550 -0.6278 0.1568
H -2.463 -2.199 0.085 0.1245 1.4511 -0.4745
H -1.296 2.055 0.195 0.1310 0.3378 -0.2314
H 1.122 2.035 -0.237 0.2196 0.4909 0.3270
H 2.898 -1.869 0.092 -1.1845 1.5120 -0.1698
```
Forces are in eV/Å.

Computed properties:
**Multiplicity**: 1
**Relative energy (zero: lowest compared OMol25 entry of this formula, charge and spin)**: 10.25 kcal per mole
**Lowest unoccupied orbital energy**: 0.003 hartree
**Structure (SMILES)**: C#C/C=C\C#C

Record 6
The following is a quantum chemistry calculation of a cluster of 13 separate species, C6H40N2O12 in total, from OMol25.

```
60
Properties=species:S:1:pos:R:3:forces:R:3
C 1.779 0.859 1.270 -1.5300 -1.1406 -0.3695
C 0.265 0.396 1.268 0.5541 0.1470 -1.8388
C -0.574 1.002 0.124 -1.2010 1.2866 0.7348
C -1.958 1.544 0.610 0.4308 -0.7313 0.4510
C -1.771 2.927 1.252 -1.1329 0.1467 -0.6345
N 0.255 -1.074 1.145 -0.4445 -0.2573 1.2295
C -0.989 -1.749 1.531 1.2681 -0.6930 -1.7151
N -0.807 -3.188 1.225 0.1718 0.0201 0.3162
H 1.937 1.359 2.215 0.7316 0.1925 -0.1819
H 2.333 -0.073 1.148 0.3965 0.1465 0.6254
H 2.033 1.417 0.380 -0.1821 0.4945 0.1258
H -0.270 0.722 2.161 0.2664 -0.3693 0.3670
H -0.134 1.940 -0.209 0.5677 -0.4649 -0.6359
H -0.745 0.293 -0.683 0.3655 0.1183 -0.1403
H -2.420 0.870 1.340 0.0924 -0.1321 -0.0670
H -2.639 1.562 -0.243 -0.0795 0.2540 0.0063
H -2.470 3.129 2.064 0.2214 -0.3010 0.2806
H -0.743 3.081 1.561 0.0271 0.1429 0.1101
H -2.074 3.667 0.504 0.5714 0.1992 -0.0393
H 0.589 -1.399 0.257 0.0882 0.1317 -0.6967
H -1.796 -1.503 0.839 -0.5539 0.6969 0.6795
H -1.105 -1.525 2.580 -0.6700 0.0970 0.2998
H -1.409 -3.728 1.829 -0.2804 -0.1547 0.0020
H 0.133 -3.488 1.463 0.0857 0.1439 0.0910
H -0.689 -1.367 -1.583 0.2023 0.3214 0.3910
H -1.430 -2.564 -1.995 0.3770 -0.2865 -0.5753
O -1.271 -1.646 -2.290 -0.0189 0.0481 0.2860
H -3.688 -0.729 -2.063 -0.0552 -0.0461 0.1422
H -3.211 -1.794 -3.003 -0.1923 0.0354 0.0408
O -4.020 -1.448 -2.609 -0.1045 0.0703 -0.2003
H 0.405 1.678 -4.248 0.2186 -0.0283 0.1713
H 1.229 0.772 -5.038 0.5168 -0.1238 -0.0124
O 1.353 1.473 -4.387 -0.7104 0.1851 -0.4980
H -0.030 1.657 4.633 -0.2988 0.2189 0.0555
H -0.214 2.998 3.990 -0.1607 0.1742 0.0560
O -0.665 2.405 4.601 0.3149 -0.1950 -0.1423
H 1.536 2.025 -2.724 -0.4288 -0.1486 0.6481
H 2.535 2.897 -2.199 0.2849 0.2889 0.4972
O 1.798 2.380 -1.848 0.5654 0.1643 -1.1816
H 2.475 -2.114 -1.405 -0.2680 0.7458 -0.3966
H 2.795 -3.585 -1.275 0.0575 -0.2323 0.0971
O 2.063 -2.965 -1.259 0.4283 -0.7326 0.4289
H -1.140 -0.197 -3.378 0.1331 -0.0896 -0.2270
H -2.053 0.928 -3.675 0.0673 0.3108 -0.2794
O -1.149 0.647 -3.865 -0.6209 -0.1343 0.3380
H 0.615 -3.823 -1.717 -0.3564 0.1612 0.0580
H -0.600 -4.472 -1.005 0.1013 0.0904 0.1740
O -0.308 -4.111 -1.848 -0.2316 -0.3796 -0.1660
H 0.838 -0.060 3.446 0.2766 -0.2919 0.3897
H 1.375 -0.200 4.870 0.2026 -0.6994 0.3141
O 1.189 0.437 4.194 -0.2444 0.8375 -0.1799
H 0.742 -0.756 -2.717 -0.0481 0.2996 -0.7400
H 2.037 0.194 -2.640 -0.5434 0.2451 -0.3813
O 1.577 -0.572 -2.299 0.8090 -0.7450 1.1900
H 0.904 4.647 0.402 0.1387 -0.0378 -0.5783
H 1.816 3.480 -0.214 -0.5546 0.3525 -0.2735
O 1.433 3.868 0.579 0.2367 -0.1152 1.0006
H 1.477 -3.058 3.438 0.0403 -0.1241 -0.2310
H 1.362 -1.943 2.263 -0.2156 -0.1185 0.9108
O 1.495 -2.121 3.240 0.3168 0.0057 -0.1266
```
Forces are in eV/Å.

Computed properties:
**Multiplicity**: 1
**Relative energy (zero: lowest compared OMol25 entry of this formula, charge and spin)**: 49.45 kcal per mole
**Lowest unoccupied orbital energy**: 0.003 hartree

no.,calculated total energy (hartree)
1,-2548.82488
2,-888.67415
3,-504.05473
4,-679.39818
5,-230.86036
6,-1264.95697